Entry one
Entry from the Open Molecules 2025 dataset: a cluster of 5 separate species, C10H30O5 in total (ωB97M-V with the def2-TZVPD basis set).

Computed properties:
**LUMO level**: 0.39 eV
**Gap between HOMO and LUMO**: 0.371 Eh
**SMILES**: CCO.CCO.CCO.CCO.CCO

Last column: Mulliken charge in e.
Element x y z (Å)
C (-6.149, 9.907, -22.691)  -1.24
C (-6.933, 8.629, -22.499)  0.04
O (-6.328, 7.792, -21.508)  -0.52
H (-5.088, 9.648, -22.767)  0.29
H (-6.242, 10.615, -21.865)  0.44
H (-6.417, 10.433, -23.609)  0.30
H (-7.098, 8.093, -23.432)  0.05
H (-7.942, 8.868, -22.140)  0.30
H (-6.012, 8.361, -20.800)  0.29
C (-9.535, 9.398, -24.569)  -0.52
C (-10.493, 10.253, -25.381)  -0.53
O (-9.756, 11.157, -26.222)  -0.51
H (-8.852, 8.806, -25.174)  0.15
H (-10.128, 8.772, -23.891)  0.38
H (-8.964, 10.047, -23.904)  0.15
H (-11.029, 10.900, -24.685)  0.28
H (-11.169, 9.639, -25.977)  0.33
H (-9.659, 10.788, -27.102)  0.28
C (-5.589, 10.125, -27.396)  -1.16
C (-5.898, 8.984, -26.444)  1.21
O (-6.088, 7.753, -27.107)  -0.55
H (-4.814, 9.814, -28.098)  0.31
H (-5.197, 10.989, -26.856)  0.34
H (-6.459, 10.427, -27.979)  0.29
H (-6.754, 9.240, -25.804)  -0.58
H (-5.123, 8.830, -25.688)  -0.19
H (-6.956, 7.700, -27.514)  0.33
C (-2.148, 7.540, -23.653)  -0.98
C (-2.962, 7.156, -22.425)  0.54
O (-2.190, 7.358, -21.261)  -0.57
H (-1.763, 6.678, -24.205)  0.29
H (-1.290, 8.146, -23.369)  0.32
H (-2.760, 8.058, -24.394)  0.17
H (-3.332, 6.129, -22.514)  0.24
H (-3.860, 7.782, -22.410)  -0.28
H (-2.524, 6.862, -20.513)  0.30
C (-8.342, 4.439, -22.881)  -0.97
C (-6.840, 4.667, -22.915)  -0.19
O (-6.350, 4.993, -21.618)  -0.56
H (-8.712, 4.145, -23.866)  0.34
H (-8.852, 5.350, -22.562)  0.24
H (-8.544, 3.632, -22.178)  0.26
H (-6.575, 5.446, -23.635)  0.14
H (-6.365, 3.726, -23.197)  0.33
H (-6.478, 5.959, -21.520)  0.43

Entry two
Entry from the Open Molecules 2025 dataset: a cluster of 5 separate species, C10H30O5 in total (ωB97M-V with the def2-TZVPD basis set).

Computed properties:
**LUMO level**: 0.52 eV
**Gap between HOMO and LUMO**: 0.353 Eh
**SMILES**: CCO.CCO.CCO.CCO.CCO

Last column: Mulliken charge in e.
Element x y z (Å)
C (-2.644, -0.869, 1.376)  -1.05
C (-1.438, -1.113, 2.250)  0.67
O (-1.715, -2.187, 3.119)  -0.60
H (-3.472, -0.334, 1.842)  0.30
H (-3.134, -1.832, 1.235)  0.39
H (-2.332, -0.394, 0.445)  0.11
H (-1.096, -0.252, 2.824)  0.28
H (-0.624, -1.394, 1.581)  -0.40
H (-1.382, -1.882, 3.966)  0.37
C (0.743, 1.310, -0.953)  -0.91
C (-0.524, 0.658, -0.217)  -0.88
O (-0.032, 0.135, 0.998)  -0.41
H (1.594, 0.633, -1.030)  0.37
H (1.222, 2.118, -0.399)  0.44
H (0.403, 1.829, -1.849)  0.22
H (-0.977, -0.139, -0.806)  0.55
H (-1.286, 1.423, -0.072)  0.59
H (0.709, 0.674, 1.285)  0.13
C (0.963, -2.686, -1.660)  -1.22
C (2.085, -1.612, -1.384)  1.06
O (2.743, -1.089, -2.531)  -0.55
H (0.486, -2.996, -0.730)  0.27
H (1.275, -3.587, -2.188)  0.42
H (0.210, -2.265, -2.327)  0.36
H (2.838, -1.908, -0.654)  0.23
H (1.594, -0.775, -0.887)  -1.06
H (2.919, -1.822, -3.125)  0.33
C (-1.379, 3.290, -2.335)  -0.19
C (-2.894, 3.091, -2.485)  -0.44
O (-3.064, 1.801, -3.047)  -0.53
H (-0.809, 3.190, -3.258)  0.39
H (-1.024, 2.590, -1.579)  -0.60
H (-0.987, 4.225, -1.935)  0.39
H (-3.426, 3.830, -3.084)  0.31
H (-3.400, 3.041, -1.521)  0.33
H (-3.682, 1.348, -2.469)  0.32
C (2.531, -1.175, 1.611)  -0.71
C (2.382, -0.629, 3.045)  -0.58
O (1.371, 0.457, 3.186)  -0.52
H (3.075, -2.119, 1.645)  0.42
H (3.152, -0.567, 0.954)  0.44
H (1.590, -1.376, 1.098)  -0.03
H (3.397, -0.399, 3.370)  0.42
H (2.137, -1.480, 3.679)  0.31
H (1.902, 1.239, 3.016)  0.30

Entry three
Entry from the Open Molecules 2025 dataset: a cluster of 5 separate species, C10H30O5 in total (ωB97M-V with the def2-TZVPD basis set).

Computed properties:
**LUMO level**: 0.64 eV
**Gap between HOMO and LUMO**: 0.389 Eh
**SMILES**: CCO.CCO.CCO.CCO.CCO

Last column: Mulliken charge in e.
Element x y z (Å)
C (-3.428, 2.703, -0.538)  -0.86
C (-2.657, 3.106, -1.780)  -0.17
O (-2.321, 4.487, -1.828)  -0.55
H (-2.788, 2.745, 0.347)  0.23
H (-3.699, 1.645, -0.630)  0.23
H (-4.328, 3.293, -0.384)  0.36
H (-3.256, 2.923, -2.672)  0.37
H (-1.743, 2.503, -1.849)  0.17
H (-2.027, 4.769, -0.955)  0.31
C (0.556, -4.613, -1.000)  -0.49
C (-0.593, -5.564, -0.758)  -0.29
O (-0.697, -5.753, 0.663)  -0.52
H (0.689, -4.428, -2.069)  0.38
H (1.471, -5.052, -0.602)  0.37
H (0.388, -3.631, -0.556)  -0.32
H (-0.380, -6.524, -1.235)  0.32
H (-1.538, -5.166, -1.135)  0.27
H (-1.286, -6.492, 0.832)  0.30
C (4.150, -0.453, 0.990)  -1.01
C (3.184, -1.500, 1.491)  -0.20
O (2.133, -1.644, 0.526)  -0.45
H (3.639, 0.479, 0.755)  0.16
H (4.696, -0.819, 0.120)  0.30
H (4.906, -0.232, 1.749)  0.37
H (2.782, -1.222, 2.471)  0.28
H (3.693, -2.461, 1.618)  0.30
H (1.759, -2.526, 0.603)  0.18
C (-1.720, -0.699, -0.781)  -0.96
C (-0.704, 0.029, 0.079)  0.15
O (0.471, 0.351, -0.648)  -0.50
H (-1.793, -0.206, -1.749)  0.27
H (-2.709, -0.727, -0.318)  0.31
H (-1.418, -1.740, -0.925)  0.08
H (-0.467, -0.567, 0.968)  0.30
H (-1.146, 0.951, 0.470)  0.00
H (1.095, -0.374, -0.514)  0.38
C (1.195, 3.004, 1.296)  -0.94
C (0.220, 3.821, 0.494)  0.44
O (-0.174, 5.033, 1.125)  -0.55
H (0.745, 2.699, 2.249)  0.34
H (2.094, 3.572, 1.535)  0.36
H (1.461, 2.103, 0.743)  0.10
H (-0.665, 3.226, 0.242)  -0.46
H (0.648, 4.125, -0.464)  0.34
H (-0.442, 4.823, 2.025)  0.31

Which of them is the most stable, and which is the least stable? entry three and entry two, in that order.

Entry one
Entry from the Open Molecules 2025 dataset: a cluster of 3 separate species, H5O2S in total (ωB97M-V with the def2-TZVPD basis set).

Computed properties:
**LUMO level**: 3.98 eV
**Charge**: -1
**Gap between HOMO and LUMO**: 0.265 Eh

Last column: Mulliken charge in e.
Element x y z (Å)
S (-0.137, -0.276, -0.564)  -0.86
H (-0.707, 0.322, -1.603)  -0.06
H (3.438, 0.523, 1.062)  0.29
H (2.285, -0.027, 0.236)  0.26
O (3.221, 0.264, 0.119)  -0.62
H (-2.078, -0.548, 0.556)  0.31
H (-2.985, 0.051, -0.349)  0.28
O (-3.036, -0.308, 0.543)  -0.60

Entry two
Entry from the Open Molecules 2025 dataset: a cluster of 3 separate species, H5O2S in total (ωB97M-V with the def2-TZVPD basis set).

Computed properties:
**LUMO level**: 4.37 eV
**Charge**: -1
**Gap between HOMO and LUMO**: 0.288 Eh

Last column: Mulliken charge in e.
Element x y z (Å)
S (1.238, 0.694, 0.376)  -0.91
H (1.793, 0.384, 1.571)  -0.01
H (0.410, -1.469, -1.677)  0.29
H (1.034, -1.297, -0.312)  0.28
O (0.549, -1.976, -0.875)  -0.64
H (-1.399, 0.608, 0.559)  0.33
H (-1.496, 1.801, -0.072)  0.31
O (-2.129, 1.254, 0.429)  -0.66

Which of them is the most stable, and which is the least stable? entry two and entry one, in that order.

Entry one
Entry from the Open Molecules 2025 dataset: a structure of composition C8H10ClFeNO4 (ωB97M-V with the def2-TZVPD basis set).

Computed properties:
**LUMO level (spin up / spin down)**: 1.93 / 1.66 eV
**Charge**: -1
**Gap between HOMO and LUMO (spin up / spin down)**: 0.198 / 0.259 Eh
**Multiplicity**: 6

Last column: Löwdin spin population.
Element x y z (Å)
C (0.266, -1.873, -2.132)  0.06
C (-1.022, -1.700, -1.595)  0.03
C (-0.910, -1.369, -0.244)  0.05
C (0.475, -1.520, 0.136)  0.00
C (1.308, -1.799, -1.087)  0.06
Fe (0.385, 0.034, -1.147)  3.59
C (-1.046, 1.775, -0.449)  0.17
C (-0.718, 2.912, -1.233)  0.60
C (0.330, 3.221, -1.990)  0.11
N (2.489, -0.920, -0.975)  0.22
H (-1.717, -1.000, 0.389)  0.00
H (-1.996, -1.823, -2.137)  0.00
H (0.814, -1.327, 1.092)  0.00
H (1.963, -2.632, -1.148)  0.04
H (0.391, -2.304, -3.137)  0.01
H (-2.078, 1.441, -0.551)  0.02
H (2.819, -0.301, -1.824)  0.00
H (-0.790, 1.536, 0.558)  0.01
H (0.205, 4.087, -2.502)  0.01
H (1.264, 2.792, -2.324)  0.02
O (0.177, -1.155, 3.593)  0.00
Cl (-0.488, 0.159, 3.527)  0.00
O (-1.108, 0.484, 4.781)  0.00
O (0.507, 1.169, 3.149)  0.00
O (-1.519, 0.111, 2.457)  0.00

Entry two
Entry from the Open Molecules 2025 dataset: a structure of composition C8H10ClFeNO4 (ωB97M-V with the def2-TZVPD basis set).

Computed properties:
**LUMO level (spin up / spin down)**: 3.41 / 3.09 eV
**Charge**: -1
**Gap between HOMO and LUMO (spin up / spin down)**: 0.252 / 0.261 Eh
**Multiplicity**: 6

Last column: Löwdin spin population.
Element x y z (Å)
C (0.098, -1.436, -1.947)  0.10
C (-1.210, -1.383, -1.369)  0.07
C (-1.129, -1.855, -0.007)  0.06
C (0.264, -2.160, 0.271)  0.05
C (1.022, -1.876, -0.935)  0.08
Fe (0.044, -0.186, -0.237)  3.82
C (-0.904, 1.528, -0.905)  0.28
C (0.451, 1.814, -1.456)  0.05
C (0.728, 2.716, -2.475)  0.10
N (1.366, 1.009, -0.852)  0.23
H (-1.976, -2.008, 0.657)  0.01
H (-2.110, -1.063, -1.888)  0.00
H (0.657, -2.597, 1.186)  0.01
H (2.077, -2.055, -1.097)  0.01
H (0.332, -1.240, -2.988)  0.01
H (-1.763, 1.500, -1.572)  0.01
H (2.353, 1.063, -1.103)  0.02
H (-1.104, 1.955, 0.086)  0.02
H (-0.097, 3.231, -2.993)  0.01
H (1.766, 2.909, -2.740)  0.01
O (-0.068, -1.416, 3.786)  0.00
Cl (-0.161, 0.025, 3.555)  0.00
O (-1.210, 0.623, 4.358)  0.01
O (1.125, 0.654, 3.789)  0.00
O (-0.551, 0.247, 2.083)  0.05

Which of them is the most stable, and which is the least stable? entry two and entry one, in that order.

Entry one
Entry from the Open Molecules 2025 dataset: the molecule C3H6N2 (ωB97M-V with the def2-TZVPD basis set).

Computed properties:
**LUMO level**: 0.25 eV
**Gap between HOMO and LUMO**: 0.308 Eh
**SMILES**: C=C/C=N\N

Last column: Mulliken charge in e.
Element x y z (Å)
C (-1.092, 0.302, 0.497)  -0.03
C (-0.117, -0.673, 1.063)  -0.25
C (1.229, -0.404, 0.678)  -0.96
H (-0.383, 0.888, -2.583)  0.23
H (0.571, -0.156, -1.321)  0.24
H (-2.125, 0.345, 0.951)  0.30
H (-0.429, -1.154, 1.932)  0.36
H (1.793, -1.170, 1.141)  0.25
H (1.623, 0.332, 0.027)  0.55
N (-0.070, 0.702, -1.682)  -0.28
N (-0.999, 0.989, -0.702)  -0.41

Entry two
Entry from the Open Molecules 2025 dataset: the molecule C3H6N2 (ωB97M-V with the def2-TZVPD basis set).

Computed properties:
**LUMO level**: 0.27 eV
**Gap between HOMO and LUMO**: 0.346 Eh
**SMILES**: [H]/N=N/C(=C)C

Last column: Mulliken charge in e.
Element x y z (Å)
C (-0.567, 1.167, 0.680)  -0.87
C (-0.235, -0.065, -0.092)  0.55
C (-0.962, -1.149, -0.358)  -0.79
N (1.173, -0.053, -0.041)  0.11
N (1.834, -0.465, -1.019)  -0.66
H (2.834, -0.452, -0.774)  0.25
H (-1.113, 1.874, 0.062)  0.24
H (-1.062, 0.984, 1.633)  0.27
H (0.643, 1.300, 0.951)  0.31
H (-2.018, -1.163, -0.151)  0.28
H (-0.526, -1.978, -0.891)  0.30

Entry three
Entry from the Open Molecules 2025 dataset: the molecule C3H6N2 (ωB97M-V with the def2-TZVPD basis set).

Computed properties:
**LUMO level**: 1.08 eV
**Gap between HOMO and LUMO**: 0.357 Eh
**SMILES**: Cc1c[nH][nH]1

Last column: Mulliken charge in e.
Element x y z (Å)
C (-0.941, 1.026, -0.097)  -0.24
C (0.009, 0.080, -0.233)  0.17
C (1.405, -0.289, 0.059)  -0.72
N (-2.118, 0.214, 0.190)  -0.32
N (-1.357, -1.012, -0.114)  -0.44
H (-0.892, 2.144, -0.124)  0.34
H (1.876, 0.699, 0.367)  0.24
H (1.450, -0.906, 0.965)  0.26
H (1.989, -0.673, -0.910)  0.22
H (-2.944, 0.355, -0.387)  0.23
H (-1.451, -1.514, 0.745)  0.25

Which of them is the most stable, and which is the least stable? entry two and entry three, in that order.

Entry one
Entry from the Open Molecules 2025 dataset: the molecule C3H6N2 (ωB97M-V with the def2-TZVPD basis set).

Computed properties:
**LUMO level**: 0.71 eV
**Gap between HOMO and LUMO**: 0.349 Eh
**SMILES**: CN=C=NC

Last column: Mulliken charge in e.
Element x y z (Å)
C (-0.390, -0.718, -0.582)  0.46
C (-1.745, 1.158, 0.271)  -0.62
C (1.895, -1.023, -0.013)  -0.61
N (0.653, -1.406, -0.772)  -0.56
N (-0.863, 0.338, -0.558)  -0.18
H (-1.787, 2.211, -0.243)  0.22
H (-2.838, 0.805, 0.298)  0.27
H (-1.270, 1.297, 1.200)  0.30
H (1.669, 0.038, -0.045)  0.26
H (1.698, -1.657, 0.874)  0.23
H (2.978, -1.042, -0.432)  0.23

Entry two
Entry from the Open Molecules 2025 dataset: a cluster of 2 separate species, C3H6N2 in total (ωB97M-V with the def2-TZVPD basis set).

Computed properties:
**LUMO level (spin up / spin down)**: 0.43 / 0.39 eV
**Gap between HOMO and LUMO (spin up / spin down)**: 0.286 / 0.290 Eh
**SMILES**: N#CN.C=C

Last column: Mulliken charge in e.
Element x y z (Å)
N (1.656, -1.301, -0.175)  -0.39
C (1.658, -0.007, -0.445)  0.45
N (1.376, 1.109, -0.104)  -0.46
H (2.187, -1.656, 0.609)  0.23
H (0.918, -1.826, -0.625)  0.24
C (-0.820, 0.720, -0.383)  -0.64
C (-1.533, 0.480, 0.746)  -0.57
H (-1.113, 0.641, 1.727)  0.26
H (-2.559, 0.146, 0.754)  0.29
H (-0.950, -0.001, -1.249)  0.29
H (-0.818, 1.696, -0.857)  0.31

Entry three
Entry from the Open Molecules 2025 dataset: the molecule C3H6N2 (ωB97M-V with the def2-TZVPD basis set).

Computed properties:
**LUMO level**: 1.09 eV
**Gap between HOMO and LUMO**: 0.375 Eh
**SMILES**: C=C1CN1N

Last column: Mulliken charge in e.
Element x y z (Å)
C (0.365, 0.107, 0.621)  0.29
C (-0.189, -1.072, -0.048)  -0.25
C (1.534, 0.542, 1.190)  -0.78
N (-1.115, 0.058, 0.085)  -0.20
N (-1.386, 0.872, -1.016)  -0.49
H (0.171, -1.332, -1.047)  0.23
H (-0.462, -1.943, 0.538)  0.21
H (2.355, -0.148, 1.241)  0.25
H (1.634, 1.532, 1.588)  0.26
H (-2.256, 0.535, -1.422)  0.26
H (-0.649, 0.849, -1.728)  0.23

Entry four
Entry from the Open Molecules 2025 dataset: a cluster of 2 separate species, C3H6N2 in total (ωB97M-V with the def2-TZVPD basis set).

Computed properties:
**LUMO level (spin up / spin down)**: -0.50 / -0.50 eV
**Gap between HOMO and LUMO (spin up / spin down)**: 0.322 / 0.322 Eh

Last column: Mulliken charge in e.
Element x y z (Å)
C (-1.142, 0.738, 1.184)  -0.82
N (-0.258, 0.245, 0.104)  -0.40
C (0.976, -1.258, -0.669)  -0.37
C (0.891, -0.343, -1.752)  0.38
N (0.582, 0.636, -2.294)  -0.40
H (-1.145, 1.840, 1.031)  0.29
H (-0.843, 0.584, 2.225)  0.27
H (-2.181, 0.424, 1.040)  0.28
H (0.612, 0.748, 0.253)  0.25
H (1.998, -1.381, -0.273)  0.23
H (0.511, -2.232, -0.848)  0.28

Which of them is the most stable, and which is the least stable? entry one and entry two, in that order.

Entry one
Entry from the Open Molecules 2025 dataset: the molecule C3H6N2 (ωB97M-V with the def2-TZVPD basis set).

Computed properties:
**LUMO level**: 0.32 eV
**Gap between HOMO and LUMO**: 0.352 Eh
**SMILES**: C=N/N=C\C

Last column: Mulliken charge in e.
Element x y z (Å)
C (0.371, 1.082, -1.185)  -0.77
C (-0.687, 0.159, -1.001)  0.02
C (0.031, -1.268, 1.935)  -0.25
H (1.055, 1.156, -0.257)  0.27
H (0.290, 2.220, -1.358)  0.30
H (1.035, 0.783, -2.101)  0.21
H (-1.581, 0.184, -1.574)  0.40
H (0.866, -1.267, 2.676)  0.28
H (-1.153, -1.343, 2.350)  0.26
N (-0.739, -0.763, -0.096)  -0.36
N (0.512, -0.941, 0.611)  -0.35

Entry two
Entry from the Open Molecules 2025 dataset: the molecule C3H6N2 (ωB97M-V with the def2-TZVPD basis set).

Computed properties:
**LUMO level**: 0.25 eV
**Gap between HOMO and LUMO**: 0.277 Eh

Last column: Mulliken charge in e.
Element x y z (Å)
C (1.301, -0.356, -0.115)  -0.83
N (0.164, 0.301, 0.595)  -0.23
C (-0.984, 0.774, -0.244)  -0.77
C (-1.995, -0.194, -0.317)  0.43
N (-2.856, -0.988, -0.283)  -0.50
H (0.904, -1.221, -0.648)  0.31
H (2.081, -0.659, 0.591)  0.34
H (1.705, 0.362, -0.832)  0.33
H (-0.220, -0.343, 1.291)  0.36
H (0.514, 1.102, 1.124)  0.33
H (-0.614, 1.222, -1.162)  0.23

Which of them is the most stable, and which is the least stable? entry two and entry one, in that order.